No. 1
{"formula": "C33H24AuN7S4", "method": "wB97M-V/def2-TZVPD", "gap_ha": [0.12620, 0.12892], "multiplicity": 1, "total_energy_ha": -3383.4926, "symbols": ["Au", "S", "C", "C", "C", "C", "N", "C", "C", "C", "S", "C", "N", "H", "H", "S", "C", "N", "N", "C", "C", "C", "C", "C", "C", "N", "N", "C", "C", "C", "C", "C", "C", "H", "H", "H", "H", "H", "H", "H", "H", "H", "H", "H", "N", "S", "C", "C", "C", "C", "C", "C", "C", "C", "C", "C", "C", "C", "H", "H", "H", "H", "H", "H", "H", "H", "H", "H", "H"], "positions_angstrom": [[1.134, 0.586, 1.028], [-2.630, 0.105, 0.650], [-1.905, -0.214, 2.217], [-1.987, 0.786, 3.157], [-1.479, 0.627, 4.451], [-1.522, 1.664, 5.389], [-1.534, 2.499, 6.180], [-0.867, -0.619, 4.801], [-0.817, -1.644, 3.909], [-1.257, -1.509, 2.509], [0.473, -1.560, 1.635], [-0.307, -0.804, 6.088], [0.182, -0.981, 7.108], [-2.471, 1.716, 2.897], [-0.358, -2.584, 4.180], [3.592, 0.552, 0.866], [3.608, 1.878, -0.322], [4.592, 2.021, -1.170], [5.587, 1.189, -1.129], [6.523, 1.101, -2.135], [7.617, 0.246, -1.980], [8.553, 0.145, -2.990], [8.407, 0.881, -4.157], [7.313, 1.717, -4.318], [6.374, 1.835, -3.315], [2.611, 2.746, -0.427], [1.459, 2.446, 0.019], [0.449, 3.395, -0.026], [-0.811, 2.987, -0.469], [-1.851, 3.891, -0.488], [-1.651, 5.186, -0.029], [-0.401, 5.590, 0.413], [0.658, 4.707, 0.398], [5.594, 0.473, -0.390], [7.728, -0.332, -1.074], [9.405, -0.508, -2.869], [9.143, 0.801, -4.942], [7.190, 2.276, -5.234], [5.512, 2.473, -3.426], [-0.936, 1.976, -0.827], [-2.814, 3.592, -0.869], [-2.472, 5.883, -0.014], [-0.250, 6.596, 0.773], [1.643, 4.999, 0.728], [-1.658, -0.642, -0.565], [-1.907, -2.259, -1.062], [-3.333, -2.033, -2.076], [-4.215, -3.100, -2.156], [-5.356, -2.982, -2.924], [-5.620, -1.808, -3.612], [-4.728, -0.750, -3.532], [-3.578, -0.859, -2.772], [-2.038, -2.729, 2.070], [-3.425, -2.681, 1.977], [-4.128, -3.791, 1.546], [-3.463, -4.961, 1.226], [-2.091, -5.035, 1.399], [-1.383, -3.929, 1.824], [-0.667, -0.554, -0.327], [-3.999, -4.009, -1.614], [-6.053, -3.804, -2.967], [-6.516, -1.720, -4.211], [-4.930, 0.171, -4.061], [-2.874, -0.043, -2.715], [-3.972, -1.789, 2.250], [-5.203, -3.740, 1.483], [-4.013, -5.813, 0.858], [-1.565, -5.960, 1.218], [-0.312, -3.991, 1.948]]}

---

No. 2
{"formula": "C33H24BrCrF4N5PS3", "method": "wB97M-V/def2-TZVPD", "charge": 2, "s_squared": 0.796, "gap_ha": [0.21486, 0.25039], "multiplicity": 2, "total_energy_ha": -7099.0577, "symbols": ["Cr", "C", "S", "C", "S", "N", "N", "C", "C", "C", "C", "C", "C", "N", "H", "H", "H", "H", "H", "H", "H", "H", "F", "C", "C", "F", "C", "F", "C", "P", "C", "C", "C", "C", "C", "C", "C", "C", "C", "C", "C", "C", "C", "Br", "C", "F", "H", "H", "H", "H", "H", "H", "H", "H", "H", "H", "N", "C", "N", "C", "C", "C", "C", "C", "C", "S", "H", "H", "H", "H", "H", "H"], "positions_angstrom": [[0.125, -0.373, -1.211], [1.251, -5.691, -1.633], [0.468, -4.822, -3.023], [0.270, -3.210, -2.465], [0.657, -2.691, -0.848], [-0.259, -2.380, -3.326], [-0.356, -1.122, -2.989], [-0.880, -0.263, -3.824], [-0.654, 1.112, -3.521], [-0.950, 2.170, -4.394], [-0.411, 3.416, -4.141], [0.408, 3.582, -3.026], [0.571, 2.517, -2.162], [0.027, 1.322, -2.368], [0.781, -6.668, -1.556], [1.114, -5.130, -0.714], [2.305, -5.822, -1.857], [-1.304, -0.593, -4.762], [-1.547, 1.999, -5.276], [-0.581, 4.236, -4.819], [0.918, 4.513, -2.842], [1.165, 2.626, -1.263], [6.853, 0.030, 1.230], [5.540, 0.114, 1.183], [4.807, 0.529, 2.297], [5.419, 0.868, 3.416], [3.417, 0.602, 2.223], [2.759, 1.046, 3.288], [2.711, 0.285, 1.061], [0.855, 0.369, 1.029], [0.610, 2.122, 1.476], [1.572, 3.086, 1.179], [1.352, 4.407, 1.530], [0.181, 4.777, 2.172], [-0.793, 3.827, 2.442], [-0.593, 2.506, 2.079], [0.359, -0.540, 2.542], [0.227, 0.072, 3.791], [-0.092, -0.685, 4.903], [-0.295, -2.051, 4.796], [-0.202, -2.660, 3.555], [0.117, -1.911, 2.436], [3.473, -0.073, -0.052], [2.684, -0.296, -1.778], [4.858, -0.182, 0.003], [5.520, -0.545, -1.084], [2.505, 2.806, 0.705], [2.111, 5.142, 1.317], [0.028, 5.803, 2.466], [-1.702, 4.111, 2.947], [-1.355, 1.765, 2.292], [0.386, 1.132, 3.914], [-0.171, -0.199, 5.863], [-0.529, -2.631, 5.674], [-0.372, -3.720, 3.459], [0.180, -2.408, 1.479], [-1.914, 2.147, -0.630], [-2.538, 0.961, -0.784], [-1.936, -0.217, -0.821], [-2.887, -1.234, -0.931], [-2.679, -2.609, -0.858], [-3.754, -3.475, -0.935], [-5.051, -3.001, -1.088], [-5.292, -1.640, -1.149], [-4.212, -0.782, -1.061], [-4.255, 0.961, -1.002], [-1.074, 2.190, -0.064], [-2.519, 2.951, -0.563], [-1.690, -3.003, -0.695], [-3.570, -4.537, -0.862], [-5.878, -3.691, -1.133], [-6.290, -1.249, -1.241]]}

---

No. 3
{"formula": "C33H25Cl2IIrN9O3S", "method": "wB97M-V/def2-TZVPD", "charge": 1, "s_squared": 0.862, "gap_ha": [0.19926, 0.17088], "multiplicity": 2, "total_energy_ha": -3711.4491, "symbols": ["Ir", "Cl", "C", "C", "C", "N", "C", "O", "C", "C", "C", "C", "C", "N", "C", "C", "C", "Cl", "N", "C", "O", "C", "C", "C", "C", "C", "N", "H", "H", "H", "H", "H", "H", "H", "H", "H", "H", "S", "C", "N", "N", "C", "C", "C", "C", "C", "C", "N", "N", "C", "C", "C", "C", "C", "C", "H", "H", "H", "H", "H", "H", "H", "H", "H", "H", "H", "N", "C", "O", "C", "I", "H", "H", "H", "H"], "positions_angstrom": [[-0.459, 0.735, 0.074], [-6.486, -0.926, 2.725], [-4.824, -0.548, 2.541], [-4.314, -0.348, 1.279], [-2.960, -0.047, 1.113], [-2.323, 0.163, -0.093], [-2.932, 0.296, -1.320], [-4.111, 0.197, -1.568], [-1.910, 0.577, -2.388], [-2.274, 0.484, -3.718], [-1.312, 0.683, -4.694], [-0.023, 0.993, -4.291], [0.261, 1.090, -2.941], [-0.656, 0.877, -1.998], [-2.120, 0.076, 2.264], [-2.659, -0.129, 3.537], [-3.992, -0.444, 3.676], [-4.631, -0.708, 5.246], [-0.817, 0.440, 1.984], [0.156, 0.719, 2.910], [0.096, 0.595, 4.112], [1.381, 1.277, 2.235], [2.512, 1.541, 2.986], [3.603, 2.135, 2.376], [3.521, 2.437, 1.024], [2.377, 2.092, 0.329], [1.320, 1.527, 0.913], [-4.958, -0.420, 0.417], [-3.301, 0.243, -3.951], [-1.560, 0.586, -5.742], [0.764, 1.157, -5.013], [1.263, 1.323, -2.609], [-2.030, -0.036, 4.408], [2.487, 1.290, 4.037], [4.496, 2.363, 2.941], [4.333, 2.925, 0.506], [2.304, 2.273, -0.733], [1.591, -0.712, -0.768], [1.654, -2.292, 0.026], [2.759, -2.805, 0.467], [3.941, -2.245, 0.272], [4.390, -1.416, -0.759], [5.451, -0.545, -0.495], [5.892, 0.326, -1.474], [5.305, 0.320, -2.734], [4.292, -0.585, -3.014], [3.830, -1.454, -2.039], [0.537, -3.000, 0.269], [-0.605, -2.638, -0.026], [-1.645, -3.521, 0.147], [-1.441, -4.826, 0.639], [-2.510, -5.681, 0.791], [-3.795, -5.264, 0.457], [-3.998, -3.987, -0.050], [-2.936, -3.119, -0.210], [4.589, -2.442, 1.016], [5.903, -0.548, 0.490], [6.702, 1.009, -1.254], [5.653, 1.004, -3.496], [3.867, -0.628, -4.009], [3.061, -2.181, -2.267], [-0.432, -5.129, 0.877], [-2.345, -6.682, 1.167], [-4.632, -5.937, 0.584], [-4.996, -3.671, -0.326], [-3.084, -2.135, -0.630], [-1.963, 4.680, 1.246], [-1.039, 4.243, 0.378], [-1.084, 3.128, -0.128], [0.069, 5.240, 0.090], [0.921, 4.918, -1.839], [-2.738, 4.081, 1.482], [-1.963, 5.616, 1.611], [0.870, 5.123, 0.818], [-0.288, 6.265, 0.118]]}

---

No. 4
{"formula": "C33H25ClFN5O7S2Sn", "method": "wB97M-V/def2-TZVPD", "charge": 2, "gap_ha": [0.17198, 0.13611], "multiplicity": 1, "total_energy_ha": -3643.2290, "symbols": ["Sn", "O", "C", "O", "C", "C", "Cl", "N", "N", "C", "C", "O", "O", "C", "C", "C", "C", "C", "C", "H", "H", "H", "H", "H", "H", "C", "C", "C", "C", "C", "C", "C", "F", "C", "C", "C", "O", "C", "C", "N", "C", "C", "O", "O", "H", "H", "H", "H", "H", "H", "H", "H", "H", "H", "H", "C", "C", "N", "C", "C", "S", "C", "C", "S", "C", "N", "C", "H", "H", "H", "H", "H", "H", "H", "H"], "positions_angstrom": [[-0.089, 0.088, 0.306], [-3.063, -4.293, 3.465], [-2.949, -3.305, 4.328], [-3.288, -3.390, 5.474], [-2.371, -2.005, 3.798], [-2.279, -0.828, 4.533], [-2.648, -0.550, 6.154], [-1.749, 0.129, 3.729], [-1.470, -0.371, 2.506], [-1.855, -1.647, 2.535], [-1.689, -2.459, 1.266], [-2.127, -3.599, 1.211], [-1.115, -1.842, 0.286], [-1.539, 1.520, 4.011], [-2.482, 2.230, 4.739], [-2.281, 3.579, 4.992], [-1.152, 4.222, 4.511], [-0.226, 3.511, 3.762], [-0.409, 2.158, 3.515], [-2.714, -4.071, 2.580], [-3.372, 1.739, 5.104], [-3.017, 4.130, 5.563], [-0.990, 5.271, 4.727], [0.656, 4.015, 3.385], [0.338, 1.589, 2.985], [6.847, -2.525, -3.419], [6.692, -1.027, -3.165], [7.103, -0.172, -4.352], [6.164, -0.384, -5.533], [4.723, -0.213, -5.123], [3.763, 0.103, -6.060], [2.433, 0.239, -5.688], [1.530, 0.542, -6.621], [2.030, 0.104, -4.387], [2.986, -0.192, -3.417], [2.534, -0.346, -2.023], [1.337, -0.200, -1.719], [3.605, -0.661, -1.106], [4.903, -0.882, -1.545], [5.272, -0.736, -2.800], [4.330, -0.377, -3.781], [3.281, -0.806, 0.382], [4.057, -1.657, 0.874], [2.336, -0.140, 0.830], [7.876, -2.741, -3.707], [6.184, -2.864, -4.219], [6.618, -3.101, -2.520], [7.298, -0.749, -2.306], [8.124, -0.430, -4.626], [7.095, 0.883, -4.064], [6.303, -1.381, -5.961], [6.399, 0.326, -6.326], [4.037, 0.240, -7.101], [0.996, 0.231, -4.105], [5.669, -1.170, -0.837], [2.501, 3.401, 0.406], [1.264, 3.615, -0.383], [0.287, 2.774, -0.495], [-0.732, 3.281, -1.269], [-0.501, 4.577, -1.760], [0.999, 5.128, -1.259], [-1.867, 2.492, -1.571], [-3.090, 2.983, -2.066], [-4.151, 1.724, -2.366], [-2.929, 0.559, -1.849], [-1.824, 1.117, -1.445], [-3.180, -0.900, -1.918], [2.603, 2.345, 0.656], [2.462, 3.977, 1.334], [3.378, 3.744, -0.148], [-1.133, 5.170, -2.412], [-3.377, 4.015, -2.240], [-3.827, -1.142, -2.763], [-3.687, -1.241, -1.008], [-2.243, -1.444, -1.992]]}

---

No. 5
{"formula": "C33H25ClO8S2", "method": "wB97M-V/def2-TZVPD", "gap_ha": 0.29103, "multiplicity": 1, "total_energy_ha": -3131.0451, "smiles": "O=C1c2ccccc2C(=O)c2ccccc21.O=C1c2ccccc2C(=O)c2ccccc21.O=S1(=O)OC[C@](Cl)(CCCS)O1", "symbols": ["O", "C", "C", "C", "C", "C", "C", "C", "C", "O", "C", "C", "C", "C", "C", "C", "H", "H", "H", "H", "H", "H", "H", "H", "O", "C", "C", "C", "C", "C", "C", "C", "C", "O", "C", "C", "C", "C", "C", "C", "H", "H", "H", "H", "H", "H", "H", "H", "O", "S", "O", "O", "C", "C", "Cl", "C", "C", "C", "S", "O", "H", "H", "H", "H", "H", "H", "H", "H", "H"], "positions_angstrom": [[4.708, 7.866, -3.399], [4.764, 6.757, -2.915], [3.556, 6.110, -2.325], [2.342, 6.787, -2.355], [1.206, 6.197, -1.823], [1.282, 4.929, -1.257], [2.489, 4.256, -1.223], [3.630, 4.840, -1.754], [4.915, 4.086, -1.692], [4.975, 2.995, -1.165], [6.116, 4.721, -2.303], [7.323, 4.033, -2.288], [8.449, 4.601, -2.859], [8.375, 5.858, -3.447], [7.176, 6.551, -3.462], [6.042, 5.986, -2.890], [2.304, 7.772, -2.799], [0.262, 6.725, -1.847], [0.402, 4.451, -0.847], [2.566, 3.270, -0.786], [7.363, 3.055, -1.828], [9.388, 4.063, -2.848], [9.256, 6.299, -3.895], [7.102, 7.531, -3.912], [-5.546, -2.688, 1.521], [-5.728, -3.886, 1.545], [-4.647, -4.828, 1.951], [-3.415, -4.313, 2.340], [-2.400, -5.172, 2.726], [-2.609, -6.547, 2.729], [-3.833, -7.065, 2.341], [-4.855, -6.209, 1.950], [-6.160, -6.794, 1.528], [-6.331, -7.994, 1.494], [-7.253, -5.850, 1.154], [-8.491, -6.365, 0.788], [-9.522, -5.508, 0.446], [-9.322, -4.132, 0.466], [-8.089, -3.614, 0.825], [-7.050, -4.470, 1.170], [-3.255, -3.245, 2.340], [-1.442, -4.766, 3.025], [-1.814, -7.215, 3.034], [-4.011, -8.132, 2.334], [-8.628, -7.438, 0.779], [-10.486, -5.910, 0.163], [-10.131, -3.463, 0.201], [-7.915, -2.547, 0.843], [-1.868, -1.351, 2.615], [-0.628, -1.034, 2.018], [0.507, -1.866, 2.205], [-0.807, -0.783, 0.458], [-0.519, 0.568, 0.087], [0.294, 1.147, 1.256], [-0.113, 2.869, 1.446], [1.818, 0.973, 1.220], [2.365, -0.122, 0.286], [3.589, -0.790, 0.895], [4.253, -2.138, -0.137], [-0.275, 0.473, 2.392], [0.055, 0.556, -0.838], [-1.453, 1.105, -0.062], [2.257, 1.930, 0.945], [2.126, 0.778, 2.249], [1.626, -0.898, 0.081], [2.655, 0.328, -0.667], [3.325, -1.218, 1.862], [4.387, -0.059, 1.033], [3.345, -2.053, -1.115]]}

---

No. 6
{"formula": "C33H25F3N3O2PS3Ti", "method": "wB97M-V/def2-TZVPD", "charge": 2, "gap_ha": 0.26189, "multiplicity": 1, "total_energy_ha": -4271.9583, "symbols": ["Ti", "O", "S", "O", "N", "C", "C", "C", "C", "C", "C", "C", "C", "N", "C", "C", "C", "C", "C", "C", "C", "H", "H", "H", "H", "H", "H", "H", "H", "H", "H", "H", "S", "P", "S", "C", "C", "C", "C", "C", "C", "C", "C", "C", "C", "C", "C", "H", "H", "H", "H", "H", "H", "H", "H", "H", "H", "F", "C", "F", "F", "C", "C", "C", "N", "C", "C", "H", "H", "H", "H"], "positions_angstrom": [[0.036, 0.592, 0.046], [-1.976, 2.669, 2.156], [-1.963, 1.383, 1.555], [-1.714, 1.384, 0.032], [-0.694, 0.466, 1.836], [0.117, 0.090, 2.940], [-0.259, -0.086, 4.234], [0.715, -0.478, 5.190], [2.011, -0.685, 4.820], [2.406, -0.518, 3.465], [3.726, -0.701, 2.996], [4.007, -0.504, 1.672], [2.981, -0.129, 0.797], [1.730, 0.043, 1.196], [1.444, -0.146, 2.526], [-3.431, 0.566, 1.894], [-4.535, 1.379, 2.165], [-5.748, 0.763, 2.419], [-5.841, -0.623, 2.410], [-4.728, -1.415, 2.146], [-3.506, -0.827, 1.878], [-1.283, 0.085, 4.540], [0.414, -0.609, 6.220], [2.752, -0.978, 5.552], [4.505, -0.993, 3.690], [5.006, -0.632, 1.281], [3.175, 0.023, -0.257], [-4.441, 2.455, 2.184], [-6.621, 1.364, 2.634], [-6.793, -1.093, 2.618], [-4.817, -2.493, 2.154], [-2.636, -1.435, 1.673], [-0.532, -1.744, -0.210], [0.156, -1.536, -2.105], [0.978, 0.337, -2.154], [-1.181, -1.631, -3.276], [-2.270, -2.459, -3.005], [-3.258, -2.626, -3.963], [-3.158, -1.972, -5.183], [-2.073, -1.148, -5.453], [-1.079, -0.977, -4.504], [1.402, -2.753, -2.474], [2.518, -2.405, -3.233], [3.432, -3.383, -3.599], [3.228, -4.698, -3.209], [2.115, -5.045, -2.451], [1.198, -4.076, -2.082], [-2.359, -2.964, -2.051], [-4.106, -3.264, -3.758], [-3.932, -2.104, -5.928], [-2.003, -0.638, -6.405], [-0.238, -0.332, -4.723], [2.679, -1.381, -3.546], [4.298, -3.118, -4.189], [3.940, -5.460, -3.496], [1.964, -6.073, -2.151], [0.335, -4.358, -1.490], [3.558, 6.719, -0.276], [2.398, 6.635, 0.387], [1.521, 7.462, -0.194], [2.595, 7.033, 1.644], [1.873, 5.212, 0.331], [1.613, 4.642, -0.906], [1.138, 3.353, -0.951], [0.919, 2.615, 0.157], [1.168, 3.186, 1.347], [1.644, 4.474, 1.476], [1.770, 5.190, -1.825], [0.905, 2.895, -1.900], [0.980, 2.588, 2.229], [1.827, 4.885, 2.458]]}